The following is a quantum chemistry calculation of 3 unconnected molecules or ions with the total composition C32H29F16IO14S2 at a distorted geometry, from the Open Molecules 2025 dataset.

```
94
Properties=species:S:1:pos:R:3:forces:R:3
C -1.2293 3.0085 3.7761 -0.274 0.068 -0.472
C -1.8060 3.4273 2.5241 0.293 -0.340 1.058
C -1.8707 2.5745 1.1659 -1.797 0.472 1.696
O -2.3712 3.4557 0.1520 1.015 -0.585 0.571
C -1.4832 4.5047 -0.2341 0.520 1.910 -1.800
C -0.8256 4.3033 -1.7062 -0.593 0.859 0.804
C -0.3870 2.0956 0.8391 0.566 -0.082 0.266
C 0.1535 0.8337 1.6253 1.964 0.351 0.204
C 1.6978 0.5481 1.2178 -0.997 1.215 0.089
C 1.8976 0.1283 -0.3040 0.909 -0.380 0.128
C 1.7254 -1.4147 -0.6329 -0.362 1.089 -1.620
F 0.3988 -1.6831 -1.0854 2.522 0.110 1.227
F 2.5505 -1.6698 -1.7819 -1.331 0.102 1.967
C 2.2273 -2.4254 0.4870 0.880 -0.285 0.854
F 1.4049 -2.5102 1.6157 1.429 0.473 -2.360
F 3.5057 -1.9420 0.9069 -2.465 -0.749 -0.787
C 2.4851 -3.9264 -0.0126 1.556 -1.200 1.213
F 3.6848 -4.0642 -0.7511 -2.988 0.573 1.232
F 2.7096 -4.6870 1.1714 -0.603 1.545 -2.224
C 1.2509 -4.6190 -0.7448 -1.250 -2.702 -1.237
F 1.4234 -6.0209 -0.6401 -0.190 3.004 -0.164
F 1.2094 -4.3679 -2.1313 -0.031 0.003 3.386
F 0.0144 -4.3563 -0.1388 3.021 -0.045 -1.517
O -0.5661 -0.3879 1.3069 -2.289 1.783 -0.112
S -2.1679 -0.2737 1.7594 -1.821 -6.872 3.409
O -2.2308 -0.4941 3.2382 0.735 2.211 -3.337
O -2.8528 -1.4623 1.1157 2.030 4.099 0.177
C -2.9589 1.3520 1.2292 0.191 -0.413 -2.962
C -3.5635 1.0394 -0.2407 -0.088 -0.078 -0.765
C -2.4588 0.7000 -1.3430 -0.636 -0.859 -1.200
C -3.1456 -0.3511 -2.3716 0.989 -0.442 1.593
I -4.8432 0.5643 -3.3975 0.760 -0.419 0.248
S -4.4418 1.8013 2.2940 0.893 5.830 6.294
O -4.1183 1.7511 3.7736 -0.433 -1.465 -4.278
O -4.9037 3.2254 2.0478 0.926 -4.199 -1.354
C -5.9124 0.6875 2.0695 -2.447 -2.778 0.955
F -5.6252 -0.6454 1.7387 0.090 2.548 0.380
F -6.5432 0.6169 3.3417 1.759 0.408 -2.735
C -7.0511 1.1983 1.0727 -1.767 1.693 0.225
F -6.6296 2.0053 0.0203 -0.366 -1.809 1.820
F -7.9425 1.9891 1.8505 1.785 -1.495 -1.614
C -7.9706 0.0155 0.4737 -1.173 -0.582 -1.392
F -9.0671 0.6350 -0.1528 2.221 -1.377 1.531
F -7.3139 -0.6989 -0.5501 -1.262 1.406 2.668
F -8.4486 -0.8483 1.4669 1.295 1.987 -2.401
H -0.1669 3.3360 4.0184 -2.045 1.374 0.729
H -1.7794 2.4180 4.5826 1.345 -0.965 -2.031
H -2.2872 4.4720 2.5098 2.297 -0.830 -0.985
H -2.1173 5.4598 -0.3360 0.821 -1.463 0.408
H -0.6421 4.7722 0.4725 -1.184 -0.736 -0.373
H -1.5965 4.6805 -2.4653 1.037 -0.953 0.845
H 0.0318 5.0695 -1.7507 -0.988 -1.390 -0.053
H -0.4868 3.2320 -1.8973 -0.427 1.785 0.170
H 0.3197 2.9651 1.0966 -1.160 -1.282 -0.258
H -0.2731 1.9222 -0.2755 -0.360 0.071 1.370
H 0.1659 0.9244 2.7613 -0.365 0.332 -1.395
H 2.2221 1.5622 1.3601 -0.681 -1.524 -0.207
H 2.1398 -0.1542 1.9877 -0.490 0.668 -1.214
H 1.2571 0.6997 -1.0541 0.656 -0.799 1.106
H 2.9840 0.3896 -0.5753 -1.577 -0.608 0.369
H -4.1832 1.9047 -0.6529 1.009 -0.870 1.012
H -4.2842 0.1431 -0.2274 1.217 1.224 0.460
H -2.1248 1.6004 -1.9511 -0.498 -0.927 1.033
H -1.5293 0.1749 -0.9596 -1.206 0.552 -0.212
H -2.3770 -0.7840 -3.0894 -1.233 0.803 0.663
H -3.5597 -1.2096 -1.7304 0.516 1.236 -1.145
C 1.9313 0.6275 -4.7073 -0.273 0.310 0.386
C 2.3849 0.4199 -5.9461 0.653 -1.225 0.248
C 2.1080 1.3866 -7.0479 -0.243 0.598 -0.514
O 2.5537 1.1735 -8.1602 0.061 -0.267 0.331
C 1.2946 2.5666 -6.7387 0.196 -0.208 -0.210
C 0.8387 2.7717 -5.5012 -0.631 1.115 -0.285
C 1.1391 1.8190 -4.3947 0.372 -0.757 0.204
O 0.7197 2.0503 -3.2715 -0.031 0.079 -0.215
O 0.0814 3.8591 -5.1988 0.609 -1.085 0.333
O 3.1176 -0.6790 -6.2536 -0.616 1.176 -0.254
H 2.1270 -0.0649 -3.8987 0.011 -0.013 -0.034
H 1.0859 3.2509 -7.5498 0.004 -0.013 0.032
H -0.1204 3.7800 -4.2464 -0.049 0.118 -0.101
H 3.3240 -0.5958 -7.2048 0.029 -0.077 0.078
C 5.5862 -3.2588 2.9681 -0.175 0.081 0.347
C 6.5577 -3.9473 2.3653 -0.144 0.600 -1.115
C 7.3246 -5.0036 3.0864 0.294 -0.511 0.515
O 8.1918 -5.6244 2.4979 -0.194 0.302 -0.196
C 6.9992 -5.2487 4.4947 0.197 -0.060 -0.324
C 6.0296 -4.5573 5.0980 0.161 -0.610 1.138
C 5.2449 -3.5205 4.3687 -0.304 0.494 -0.520
O 4.3548 -2.9222 4.9475 0.229 -0.252 0.194
O 5.7173 -4.7703 6.4026 -0.152 0.579 -1.099
O 6.8879 -3.7152 1.0684 0.131 -0.576 1.080
H 5.0218 -2.4928 2.4563 0.046 -0.065 0.042
H 7.5743 -6.0049 5.0117 -0.026 0.017 -0.013
H 4.9880 -4.1513 6.5991 0.052 -0.091 0.039
H 7.6128 -4.3387 0.8698 -0.074 0.062 -0.043
```
Forces are in eV/Å.

M in g mol⁻¹: 1132.6
HOMO level in eV: -8.02
Electronic energy in eV: -135557.5362

Just the Mulliken charges please, in e? Sure, here they are:
1. C -0.9315
2. C -0.5429
3. C 0.9094
4. O -0.2592
5. C -0.6520
6. C -0.4586
7. C 0.0510
8. C 0.0726
9. C -1.0137
10. C -0.4006
11. C 1.3357
12. F -0.3340
13. F -0.3272
14. C 0.0476
15. F -0.2805
16. F -0.3278
17. C 0.5786
18. F -0.2660
19. F -0.2784
20. C 0.5639
21. F -0.2624
22. F -0.2181
23. F -0.2011
24. O 0.0318
25. S 1.9046
26. O -0.6867
27. O -0.7581
28. C -0.7418
29. C -1.4929
30. C 1.4120
31. C -1.4803
32. I -0.0133
33. S 1.5654
34. O -0.6430
35. O -0.6683
36. C 0.4799
37. F -0.2645
38. F -0.2569
39. C 0.5894
40. F -0.2016
41. F -0.2924
42. C 0.5518
43. F -0.2416
44. F -0.1908
45. F -0.2301
46. H 0.2736
47. H 0.2482
48. H 0.2894
49. H 0.3179
50. H 0.3865
51. H 0.4819
52. H 0.3499
53. H -0.1425
54. H 0.6558
55. H -1.0919
56. H 0.2732
57. H 0.5914
58. H 0.3259
59. H -0.3295
60. H 0.5660
61. H 0.8485
62. H 0.5241
63. H -0.0010
64. H -0.6797
65. H 0.5629
66. H 0.4880
67. C -1.1430
68. C 0.2691
69. C 0.7956
70. O -0.5985
71. C -0.8785
72. C 0.1337
73. C 1.0682
74. O -0.4106
75. O -0.5935
76. O -0.5661
77. H 0.7237
78. H 0.4463
79. H 0.2678
80. H 0.3463
81. C -0.8341
82. C 0.3324
83. C 0.8687
84. O -0.6140
85. C -0.9405
86. C 0.4447
87. C 0.9825
88. O -0.6480
89. O -0.5658
90. O -0.5476
91. H 0.4329
92. H 0.4140
93. H 0.3496
94. H 0.3486